No. 1
21
Properties=species:S:1:pos:R:3 method="wB97M-V/def2-TZVPD" gap_ev="8.1 / 4.9" s_squared=2.032 total_energy_ha=-415.8629 molar_mass_g_mol=128.18 spin_multiplicity=3 lumo_energy_ev="-8.67 / -14.23" charge=+2 e_above_lowest_ev=0.242
C -1.29581 0.43443 0.14499
C 1.32151 0.35058 -1.03567
C 0.90739 1.52105 -0.17678
C 0.76674 -0.91135 -0.36551
C 1.24804 -1.04231 1.08286
N -1.44441 -1.73352 -0.71686
N -0.51487 1.49695 0.08414
N -0.64075 -0.90037 -0.34952
N -2.62656 0.43747 0.45454
H 0.88520 0.51041 -1.99822
H 2.35231 0.28261 -1.12511
H 1.33861 1.61681 0.75569
H 1.17771 2.50044 -0.61190
H 1.09721 -1.82760 -0.93483
H 0.86474 -0.06319 1.55810
H 2.31731 -1.28898 1.24978
H 0.90309 -1.92770 1.64286
H -1.14815 -2.60147 -1.20788
H -0.99166 2.25712 0.37730
H -3.28139 1.21624 0.90371
H -3.23627 -0.32763 0.26830



No. 2
24
Properties=species:S:1:pos:R:3 method="wB97M-V/def2-TZVPD" gap_ev=9.3 total_energy_ha=-621.5562 molar_mass_g_mol=174.18 spin_multiplicity=1 lumo_energy_ev=-4.02 charge=+1 e_above_lowest_ev=5.132
C 0.22447 -0.70655 0.08454
C -1.33755 0.89691 -0.70641
C -1.39261 -0.97718 -2.28158
C 1.83862 -2.27497 0.94240
C 2.32612 0.15802 1.04926
N -1.85189 0.22007 -1.68241
N -1.99087 2.05690 -0.36703
N 1.43302 -0.95235 0.66991
N -1.88882 2.81881 0.84658
N -0.19902 0.52224 0.06348
O -2.71147 3.61115 1.03628
O -0.96013 2.44895 1.53548
H -0.49804 -1.44555 -0.20199
H -1.92275 -1.76708 -1.88233
H -0.32543 -0.97551 -2.20841
H -1.84670 -0.88494 -3.30290
H 2.75528 -2.48334 0.39792
H 2.06242 -2.21869 2.07344
H 1.11254 -3.08527 0.84384
H 3.27442 -0.28554 1.27455
H 2.47259 0.95849 0.19790
H 1.88997 0.73387 2.06224
H -2.78986 2.41557 -0.99134
H 0.32567 1.21600 0.54657



No. 3
19
Properties=species:S:1:pos:R:3 method="wB97M-V/def2-TZVPD" gap_ev=5.7 total_energy_ha=-327.6514 molar_mass_g_mol=102.16 spin_multiplicity=1 lumo_energy_ev=3.55 charge=-1 e_above_lowest_ev=1.214
C 1.14688 1.70154 1.01963
C 1.55413 1.96991 2.48609
C 1.01726 0.17939 0.70138
N 0.05071 0.01634 -0.36298
C -0.69607 -1.28198 -0.35562
C -1.21800 -1.66982 -1.81845
O -2.36780 -1.06573 -2.09496
H 1.95192 1.98871 0.34781
H 0.33393 2.33975 0.65936
H 0.67576 1.84287 3.12163
H 1.94832 2.98535 2.59326
H 2.37289 1.27242 2.69770
H 2.04192 -0.15082 0.48118
H 0.76225 -0.37277 1.62378
H 0.45195 0.08108 -1.28829
H -0.02248 -2.06643 0.06965
H -1.61175 -1.14941 0.19575
H -1.33200 -2.78594 -1.69725
H -0.37341 -1.41018 -2.51094



No. 4
19
Properties=species:S:1:pos:R:3 method="wB97M-V/def2-TZVPD" gap_ev=7.0 total_energy_ha=-327.6449 molar_mass_g_mol=102.16 spin_multiplicity=1 lumo_energy_ev=4.36 charge=-1 e_above_lowest_ev=1.393
C 1.20193 1.24188 0.41958
N 0.83548 -0.11505 0.92451
C -0.48604 -0.34807 1.42841
C -1.55396 -0.63256 0.31204
C -1.15382 -1.52962 -0.87517
O 0.00283 -1.15408 -1.51240
C 1.76068 1.24588 -1.01353
H 1.84762 1.66382 1.18674
H 0.25956 1.82831 0.38272
H 0.72659 -0.51255 -0.04108
H -0.74696 0.54169 2.05586
H -0.57045 -1.30475 1.97955
H -1.95696 0.21792 -0.26543
H -2.55141 -0.94604 0.81684
H -2.01494 -1.34067 -1.55652
H -1.11943 -2.56403 -0.46899
H 2.57017 0.49961 -0.98343
H 1.95599 2.31606 -1.09824
H 0.99312 0.89225 -1.69145



No. 5
19
Properties=species:S:1:pos:R:3 method="wB97M-V/def2-TZVPD" gap_ev=6.2 total_energy_ha=-327.6534 molar_mass_g_mol=102.16 spin_multiplicity=1 lumo_energy_ev=3.85 charge=-1 e_above_lowest_ev=1.162
C 1.19100 -1.05295 0.44909
C 0.30498 0.06442 -0.13735
C 0.61624 0.41844 -1.65230
C 1.86756 1.27428 -1.73496
N -1.07535 -0.29583 -0.08241
C -1.63124 -0.67600 1.20711
O -1.57817 0.28372 2.10816
H 1.72980 -1.62952 -0.35530
H 1.83813 -0.80237 1.23450
H 0.54276 -1.78699 0.84049
H 0.32696 1.02751 0.35735
H 0.70143 -0.45012 -2.24309
H -0.30101 0.98995 -1.90292
H 1.62907 2.34753 -1.49175
H 2.34146 1.31967 -2.77204
H 2.55897 0.77918 -1.05066
H -1.67526 0.62625 -0.17760
H -2.58439 -1.18292 0.91824
H -1.04636 -1.60630 1.56483



No. 6
19
Properties=species:S:1:pos:R:3 method="wB97M-V/def2-TZVPD" gap_ev=6.1 total_energy_ha=-327.6856 molar_mass_g_mol=102.16 spin_multiplicity=1 lumo_energy_ev=3.79 charge=-1 e_above_lowest_ev=0.285
C 0.74480 -0.55064 0.47768
N 0.03122 -1.42651 -0.42435
C 0.86924 -1.95692 -1.55238
O 1.48288 -3.10441 -1.26739
C 0.64474 0.90259 0.06082
C -0.77872 1.41279 -0.04898
C -1.51477 1.47859 1.28838
H 0.35077 -0.68515 1.49439
H 1.80862 -0.83384 0.56491
H -0.27543 -2.25969 0.06515
H 0.15744 -2.04212 -2.40568
H 1.57099 -1.11072 -1.76740
H 1.13970 0.98726 -0.90556
H 1.24066 1.55466 0.70976
H -0.86239 2.41410 -0.49190
H -1.34840 0.74173 -0.68180
H -1.51564 0.50651 1.78973
H -2.57527 1.71747 1.13061
H -1.17045 2.25432 1.96399



- Which value of charge does entry 1 give?
  +2